Here is a molecular structure, C28H33N3O3RhSSe from the Open Molecules 2025 dataset. Energies are from ωB97M-V with the def2-TZVPD basis set.

Properties
**LUMO (alpha / beta)**: 1.63 / 1.52 eV
**Spin multiplicity**: 1
**E_tot**: -4386.8768 a.u.
**Relative energy (zero: lowest compared OMol25 entry of this formula, charge and spin)**: 81.4 kcal per mole
**Gap between HOMO and LUMO (alpha / beta)**: 6.6 / 6.3 eV
**Net charge**: -1
**F_max**: 0.8 eV/Å

Each line ends with the natural charge from an NBO analysis.
Atoms and positions in Å:
1 Rh 2.1331 -1.6657 -0.3957  0.756
2 C 2.9542 1.4890 -0.1366  -0.615
3 C 2.5129 1.9434 -1.5302  -0.250
4 C 2.5044 0.8310 -2.5825  -0.619
5 C 1.2382 2.7689 -1.4963  0.050
6 C 1.4090 4.1472 -1.6378  -0.237
7 C 0.3442 5.0230 -1.6622  -0.237
8 C -0.9373 4.5074 -1.5783  -0.207
9 C -1.1710 3.1430 -1.4433  -0.013
10 C -2.6247 2.6982 -1.4216  -0.230
11 C -2.9649 1.6797 -2.5088  -0.604
12 C -3.0899 2.2771 -0.0211  -0.613
13 C -0.0690 2.2629 -1.3533  0.108
14 N -0.3676 0.8804 -1.1939  -0.471
15 C -0.3370 0.3495 -0.0424  0.139
16 C -0.1295 -2.1557 0.6402  0.149
17 C -0.7262 -3.0672 1.6678  -0.011
18 C -0.0284 -2.9242 2.7923  -0.311
19 C 1.1158 -2.0383 2.5167  0.399
20 N 1.0791 -1.6577 1.2850  -0.439
21 C 2.1687 -1.6667 3.5219  -0.117
22 C 3.0710 -0.5447 3.0126  -0.615
23 C 1.4486 -1.1878 4.7919  -0.593
24 C 3.0004 -2.9216 3.8260  -0.600
25 H 3.9022 0.9467 -0.1853  0.217
26 H 2.2192 0.8341 0.3299  0.210
27 H 3.0821 2.3501 0.5246  0.207
28 H 3.2817 2.6455 -1.8635  0.191
29 H 1.8494 -0.0108 -2.3644  0.233
30 H 3.5138 0.4314 -2.7091  0.208
31 H 2.1726 1.2275 -3.5453  0.212
32 H 2.4194 4.5292 -1.7363  0.197
33 H 0.5086 6.0882 -1.7699  0.201
34 H -1.7916 5.1736 -1.6307  0.197
35 H -3.1942 3.5993 -1.6705  0.186
36 H -2.4485 0.7322 -2.3711  0.235
37 H -2.6905 2.0727 -3.4913  0.200
38 H -4.0412 1.4892 -2.5041  0.196
39 H -2.5518 1.4184 0.3770  0.250
40 H -4.1534 2.0184 -0.0396  0.194
41 H -2.9552 3.1032 0.6817  0.200
42 H 0.0006 0.8918 0.8519  0.176
43 H -1.6451 -3.6156 1.5246  0.221
44 H -0.2413 -3.3609 3.7556  0.220
45 H 2.4868 0.3464 2.7735  0.216
46 H 3.6217 -0.8513 2.1238  0.243
47 H 3.7934 -0.2837 3.7896  0.203
48 H 0.7912 -0.3450 4.5710  0.227
49 H 2.1924 -0.8695 5.5246  0.206
50 H 0.8489 -1.9796 5.2438  0.203
51 H 3.5332 -3.2486 2.9315  0.244
52 H 2.3738 -3.7435 4.1810  0.204
53 H 3.7304 -2.6895 4.6062  0.205
54 O -1.6678 -0.5408 1.5717  -0.864
55 C -1.1033 -0.9229 0.4322  0.179
56 N 0.4959 -2.7366 -0.5573  -0.854
57 S -0.1730 -2.7425 -2.0398  2.307
58 O -0.3818 -4.0921 -2.4907  -0.946
59 O 0.6592 -1.9059 -2.8750  -0.961
60 C -1.7901 -2.0730 -1.7918  -0.273
61 C -2.7612 -2.4122 -2.7322  -0.196
62 C -4.0752 -2.0473 -2.5170  -0.233
63 C -4.4233 -1.3940 -1.3371  -0.202
64 C -3.4528 -1.0661 -0.4087  -0.203
65 C -2.1129 -1.3671 -0.6395  -0.020
66 H -2.4775 -2.9853 -3.6058  0.230
67 H -4.8306 -2.3009 -3.2501  0.206
68 H -5.4595 -1.1418 -1.1430  0.204
69 H -3.6783 -0.5781 0.5299  0.258
70 Se 4.0892 -2.7643 -0.1053  -0.555

Here is a molecular structure, C8H20AgCl2O4 in a non-equilibrium geometry from the Open Molecules 2025 dataset. Energies are from ωB97M-V with the def2-TZVPD basis set.

Properties
**LUMO**: 2.60 eV
**Spin multiplicity**: 1
**E_tot**: -1685.1017 a.u.
**Relative energy (zero: lowest compared OMol25 entry of this formula, charge and spin)**: 29.0 kcal per mole
**Gap between HOMO and LUMO**: 6.7 eV
**Net charge**: -1
**F_max**: 2.9 eV/Å

Each line ends with the natural charge from an NBO analysis.
Atoms and positions in Å:
1 Ag -0.7655 1.3051 -1.7568  0.821
2 Cl 1.6202 2.7687 -2.2477  -0.940
3 Cl -1.8758 1.2741 -4.2551  -0.912
4 C -1.1034 3.9899 0.2512  -0.250
5 O -0.9133 2.6070 0.2971  -0.552
6 C -1.5086 1.9732 1.4127  -0.095
7 C -2.8821 1.3683 1.0173  -0.107
8 O -2.6973 0.2805 0.1818  -0.519
9 C -2.7107 -0.8779 0.9848  -0.257
10 H -0.7264 4.4395 1.1698  0.150
11 H -2.1479 4.2984 0.2067  0.151
12 H -0.5869 4.4681 -0.5811  0.240
13 H -1.4969 2.6101 2.2972  0.174
14 H -0.8580 1.1039 1.5084  0.191
15 H -3.3661 2.1214 0.3955  0.200
16 H -3.5651 1.2403 1.8571  0.168
17 H -2.0132 -0.7006 1.8034  0.162
18 H -2.1906 -1.6873 0.4726  0.191
19 H -3.6994 -1.2271 1.2824  0.173
20 C -0.0399 -2.0195 -1.2843  -0.255
21 O 0.4768 -0.8146 -0.7179  -0.553
22 C 1.4411 -0.8628 0.3092  -0.072
23 C 2.4895 -1.9472 0.2979  -0.095
24 O 3.3558 -1.7830 -0.8284  -0.520
25 C 4.4491 -2.5552 -0.6857  -0.243
26 H 0.6525 -2.6577 -1.8334  0.179
27 H -0.8582 -1.8324 -1.9796  0.221
28 H -0.4755 -2.5519 -0.4388  0.140
29 H 0.7655 -1.1170 1.1259  0.148
30 H 1.8712 0.1242 0.4797  0.226
31 H 2.0125 -2.9192 0.1719  0.165
32 H 3.0489 -1.9497 1.2334  0.175
33 H 4.7589 -2.8185 -1.6971  0.185
34 H 4.2467 -3.5490 -0.2864  0.148
35 H 5.2920 -2.1024 -0.1637  0.161

Here is 5 unconnected molecules or ions with the total composition C23H37FN7O7PS in a non-equilibrium geometry from the Open Molecules 2025 dataset. Energies are from ωB97M-V with the def2-TZVPD basis set.

Properties
**LUMO**: -2.08 eV
**Spin multiplicity**: 1
**E_tot**: -2647.5369 a.u.
**Gap between HOMO and LUMO**: 6.9 eV
**Net charge**: 0
**SMILES string**: N#COc1c(P(O)(O)=S)c(CCF)cc2nccnc12.CNC(C)=O.CNC(C)=O.CNC(C)=O.CNC(C)=O
**F_max**: 12.2 eV/Å

Each line ends with the Mulliken charge.
Atoms and positions in Å:
1 N -6.4056 -1.2168 -1.7076  -0.519
2 C -5.8217 -0.1366 -2.1825  0.523
3 O -5.0344 1.0741 -2.5854  -0.343
4 C -3.6006 0.6403 -2.4944  -0.127
5 C -2.6762 1.0125 -1.1509  0.568
6 P -3.3831 2.0654 0.3261  0.565
7 O -3.6458 1.0835 1.7586  -0.514
8 O -4.9694 2.7606 -0.0580  -0.502
9 S -2.2405 3.6398 0.7200  -0.358
10 C -1.1220 0.4468 -1.1210  -0.136
11 C -0.0615 0.6595 0.1272  -0.008
12 C 0.0502 -0.8291 0.8812  -0.231
13 F 0.4976 -0.6843 2.2937  -0.278
14 C -0.5641 -0.3957 -2.4198  -0.524
15 C -1.4674 -0.7561 -3.7721  0.338
16 N -0.7880 -1.5767 -4.8321  -0.494
17 C -1.7604 -1.8010 -5.9563  -0.126
18 C -3.2941 -1.2637 -6.0398  -0.169
19 N -3.9404 -0.4758 -4.9363  -0.433
20 C -3.0036 -0.2232 -3.7894  0.358
21 H -4.4259 0.4916 1.5342  0.363
22 H -4.7307 3.4361 -0.7872  0.371
23 H 0.9943 0.9492 -0.3411  -0.004
24 H -0.4278 1.4024 0.9533  0.228
25 H -1.0562 -1.2703 0.8256  0.301
26 H 0.7164 -1.5661 0.2528  0.217
27 H 0.5580 -0.7995 -2.3859  0.280
28 H -1.3654 -2.4416 -6.8825  0.316
29 H -3.9527 -1.5404 -6.9853  0.333
30 C -9.1464 -4.7592 -5.7961  -1.234
31 C -7.8820 -4.0696 -6.2219  0.816
32 O -7.2459 -4.4234 -7.2127  -0.661
33 N -7.4399 -3.0181 -5.4728  -0.056
34 C -8.0367 -2.4546 -4.2866  -0.714
35 H -9.3698 -5.5750 -6.4899  0.282
36 H -9.0241 -5.1817 -4.7950  0.345
37 H -9.9819 -4.0540 -5.8126  0.338
38 H -6.5826 -2.6068 -5.8238  0.070
39 H -8.2575 -1.4028 -4.4847  0.238
40 H -7.3075 -2.5215 -3.4753  0.251
41 H -8.9529 -2.9698 -3.9953  0.319
42 C 4.6416 1.0186 0.5600  -1.058
43 C 4.0332 0.5286 -0.7226  0.445
44 O 2.9262 -0.0050 -0.7595  -0.632
45 N 4.7465 0.6894 -1.8748  -0.151
46 C 6.0498 1.2849 -2.0413  -0.862
47 H 3.9560 0.8208 1.3893  0.321
48 H 5.5798 0.4918 0.7551  0.380
49 H 4.8144 2.0969 0.5052  0.387
50 H 4.2697 0.3341 -2.6957  0.259
51 H 5.9522 2.1275 -2.7304  0.284
52 H 6.7115 0.5353 -2.4825  0.287
53 H 6.4729 1.6335 -1.0984  0.325
54 C 6.2545 3.4383 3.5262  -1.582
55 C 5.9463 1.9755 3.6702  0.844
56 O 4.8809 1.4914 3.2932  -0.579
57 N 6.8912 1.1727 4.2402  -0.065
58 C 8.1916 1.5437 4.7424  -0.917
59 H 5.4074 3.9462 3.0556  0.321
60 H 6.4210 3.8849 4.5103  0.438
61 H 7.1344 3.5754 2.8918  0.394
62 H 6.6092 0.2011 4.3018  0.222
63 H 8.9432 0.9689 4.1956  0.299
64 H 8.2355 1.2760 5.8012  0.286
65 H 8.3947 2.6092 4.6282  0.345
66 C 2.3625 -0.3965 5.0870  -1.057
67 C 2.9741 0.2702 6.2857  0.578
68 O 4.1866 0.4443 6.3896  -0.650
69 N 2.1414 0.6900 7.2821  -0.157
70 C 0.7047 0.5798 7.3495  -0.814
71 H 3.1506 -0.6741 4.3807  0.248
72 H 1.8364 -1.3055 5.3913  0.462
73 H 1.6762 0.2909 4.5849  0.292
74 H 2.6287 1.1290 8.0548  0.247
75 H 0.2913 1.5872 7.4427  0.280
76 H 0.4501 0.0035 8.2425  0.277
77 H 0.2817 0.0931 6.4699  0.315

The highest F_max belongs to which entry? C23H37FN7O7PS

Which formula does entry 3 have? C23H37FN7O7PS